Density functional theory data (ωB97M-V with the def2-TZVPD basis set) for a molecular structure, C24H39F4N4O4SZr.

```
77
C24H39F4N4O4SZr, DFT ωB97M-V with the def2-TZVPD basis set
Zr -0.397 0.047 -0.399
C -0.189 -0.987 -3.532
C 0.956 0.011 -3.348
O 1.399 -0.055 -1.963
C 2.414 -1.107 -1.874
C 2.478 -1.707 -0.491
O 1.132 -1.690 0.000
C 0.753 -2.554 1.076
C -0.565 -3.121 0.628
O -1.335 -1.999 0.105
C -2.365 -2.413 -0.837
C -1.902 -2.138 -2.271
O -0.811 -1.186 -2.232
H 0.153 -1.964 -3.876
H -0.933 -0.606 -4.232
H 0.675 1.033 -3.561
H 1.790 -0.241 -3.999
H 3.371 -0.678 -2.168
H 2.133 -1.880 -2.589
H 3.131 -1.160 0.178
H 2.815 -2.743 -0.561
H 0.675 -1.967 1.993
H 1.480 -3.351 1.231
H -1.122 -3.594 1.437
H -0.412 -3.834 -0.183
H -3.269 -1.868 -0.594
H -2.550 -3.474 -0.685
H -2.718 -1.724 -2.864
H -1.526 -3.035 -2.765
C -0.278 3.107 0.386
C -0.585 2.556 1.765
N -1.215 1.187 1.694
C -0.952 0.531 3.019
C -1.716 -0.748 3.301
C -2.687 1.418 1.529
C -3.264 0.383 0.607
N -2.417 0.405 -0.596
C -2.917 0.959 -1.778
C -2.007 1.630 -2.572
F -0.699 1.634 -2.045
C -2.284 2.280 -3.750
F -1.301 2.874 -4.412
C -3.591 2.279 -4.200
C -4.542 1.615 -3.441
F -5.794 1.574 -3.844
C -4.224 0.952 -2.257
F -5.175 0.276 -1.610
H 0.178 4.093 0.471
H -1.167 3.220 -0.235
H 0.483 2.484 -0.116
H -1.269 3.213 2.306
H 0.324 2.484 2.351
H -1.187 1.267 3.793
H 0.126 0.364 3.061
H -2.790 -0.587 3.378
H -1.388 -1.132 4.267
H -1.547 -1.525 2.556
H -2.827 2.395 1.071
H -3.178 1.443 2.503
H -4.304 0.605 0.382
H -3.240 -0.608 1.063
H -3.869 2.772 -5.123
C 5.181 1.523 0.908
N 4.517 0.644 1.860
C 5.303 -0.121 2.844
C 4.218 -0.743 3.729
N 3.008 -0.578 2.889
C 3.235 0.361 1.937
S 2.028 1.125 0.977
H 5.748 2.277 1.453
H 4.441 2.013 0.284
H 5.870 0.944 0.292
H 5.971 0.545 3.386
H 5.906 -0.866 2.322
H 4.097 -0.201 4.666
H 4.401 -1.791 3.945
H 2.117 -0.544 3.359
```

## Properties
Energy relative to the best compared isomer or geometry (same formula, charge and spin) in eV: 0.324
Orbital gap in eV: 7.412
Energy in eV: -62632.5295
Charge: +3

What are the Mulliken partial charges on each atom? They are as follows, in elementary charge units:
1 Zr -0.0499
2 C -0.9265
3 C -0.8292
4 O -0.1669
5 C -0.7378
6 C -0.6854
7 O 0.0432
8 C -0.4269
9 C -1.2048
10 O 0.6128
11 C -1.0478
12 C -0.7738
13 O 0.3308
14 H 0.5995
15 H 0.4304
16 H 0.2747
17 H 0.6421
18 H 0.4291
19 H 0.4777
20 H 0.1220
21 H 0.7001
22 H 0.1240
23 H 0.6435
24 H 0.2799
25 H 0.5376
26 H 0.2730
27 H 0.7803
28 H 0.3973
29 H 0.6633
30 C -0.5701
31 C -1.2193
32 N 0.9410
33 C -0.4231
34 C -1.4502
35 C -1.7633
36 C -1.1153
37 N 1.8415
38 C 0.3284
39 C -0.0700
40 F -0.4166
41 C -0.0540
42 F -0.2654
43 C -0.4810
44 C 0.0722
45 F -0.2525
46 C -0.0519
47 F -0.3254
48 H 0.5029
49 H 0.2210
50 H -0.0241
51 H 0.5639
52 H 0.6387
53 H 0.5979
54 H -0.1405
55 H 0.4098
56 H 0.4601
57 H 0.2154
58 H 0.6576
59 H 0.4635
60 H 0.7259
61 H 0.4341
62 H 0.5773
63 C -0.8741
64 N 0.0877
65 C -0.5239
66 C -0.5908
67 N 0.1903
68 C -0.1826
69 S -0.2776
70 H 0.3395
71 H 0.2957
72 H 0.3374
73 H 0.3965
74 H 0.3228
75 H 0.3538
76 H 0.3461
77 H 0.2386

***

Density functional theory data (ωB97M-V with the def2-TZVPD basis set) for a molecular structure, C28H34N7PbS2SbSe4Si.

```
78
C28H34N7PbS2SbSe4Si, DFT ωB97M-V with the def2-TZVPD basis set
Pb -0.806 1.702 1.193
C -0.967 -2.417 1.659
N -1.406 -1.085 2.298
C -0.828 -0.847 3.608
C 0.609 -0.464 3.458
N 1.110 0.176 2.440
C 2.484 0.239 2.669
C 3.502 0.741 1.867
C 4.803 0.650 2.337
C 5.093 0.061 3.578
C 4.091 -0.473 4.368
C 2.794 -0.379 3.883
N 1.572 -0.829 4.351
C -1.172 -2.647 0.216
N -0.694 -1.701 -0.788
C -1.512 -1.653 -1.877
C -1.350 -1.048 -3.123
C -2.400 -1.208 -4.096
C -3.527 -1.924 -3.807
C -3.700 -2.550 -2.524
C -2.687 -2.410 -1.577
N -2.509 -2.942 -0.333
H -1.453 -3.249 2.181
H 0.098 -2.493 1.879
H -2.410 -0.999 2.379
H -0.899 -1.720 4.277
H -1.384 -0.021 4.084
H 3.277 1.171 0.894
H 5.617 1.032 1.728
H 6.119 0.019 3.923
H 4.313 -0.939 5.324
H 1.389 -1.249 5.242
H -0.469 -0.448 -3.346
H -2.292 -0.743 -5.073
H -4.305 -2.030 -4.558
H -4.599 -3.114 -2.295
H -3.263 -3.275 0.234
C -4.353 0.874 -0.890
C -3.352 1.673 -1.662
N -2.242 2.164 -1.195
C -1.539 2.876 -2.155
C -2.122 2.899 -3.373
S -3.588 2.040 -3.336
C -0.298 3.611 -1.796
C 0.276 4.555 -2.568
S 1.600 5.254 -1.754
C 1.328 4.240 -0.392
N 0.337 3.430 -0.563
C 2.149 4.373 0.852
H -4.119 0.916 0.177
H -4.346 -0.167 -1.235
H -5.356 1.282 -1.033
H -1.776 3.377 -4.284
H -0.034 4.909 -3.544
H 3.050 4.958 0.660
H 2.425 3.398 1.251
H 1.552 4.867 1.621
Se -3.541 1.335 2.678
Sb -2.956 3.674 3.305
Se -0.388 3.367 3.268
Se -3.528 4.297 5.585
Se -3.475 5.166 1.452
C 2.705 -1.625 -3.120
Si 1.835 -2.470 -1.689
C 3.148 -3.043 -0.481
C 0.911 -3.950 -2.309
C 0.670 -1.250 -0.823
H 3.446 -2.295 -3.581
H 3.236 -0.722 -2.775
H 1.986 -1.322 -3.892
H 3.932 -3.626 -0.992
H 2.686 -3.686 0.281
H 3.633 -2.199 0.035
H 1.604 -4.674 -2.773
H 0.152 -3.661 -3.050
H 0.394 -4.426 -1.465
H 1.002 -1.091 0.205
H 0.715 -0.266 -1.316
```

## Properties
Energy relative to the best compared isomer or geometry (same formula, charge and spin) in eV: 1.769
Orbital gap in eV: 2.896
Energy in eV: -342741.6470
Charge: -2

What are the Mulliken partial charges on each atom? They are as follows, in elementary charge units:
1 Pb 1.0107
2 C -1.4526
3 N 0.1270
4 C -1.0918
5 C 0.0178
6 N 0.8716
7 C -0.1803
8 C -0.3208
9 C -1.0595
10 C -0.4291
11 C -1.0133
12 C 0.6157
13 N -0.0452
14 C -1.4557
15 N 1.1364
16 C 0.9584
17 C -0.2432
18 C -1.0266
19 C -0.4438
20 C -1.0633
21 C -0.1144
22 N 0.3314
23 H 0.4816
24 H 0.2986
25 H 0.2141
26 H 0.3710
27 H 0.3264
28 H 0.6272
29 H 0.3865
30 H 0.3707
31 H 0.3915
32 H 0.2303
33 H 0.4239
34 H 0.3666
35 H 0.3107
36 H 0.3095
37 H 0.3027
38 C -0.3932
39 C 0.4134
40 N 0.3288
41 C -0.3565
42 C -0.2908
43 S -0.2717
44 C -0.4765
45 C -0.3709
46 S -0.2904
47 C 0.4081
48 N 0.6663
49 C -0.9386
50 H -0.3048
51 H 0.0316
52 H 0.4515
53 H 0.3706
54 H 0.3873
55 H 0.4358
56 H 0.0790
57 H 0.1696
58 Se -0.7087
59 Sb 0.5262
60 Se -0.7351
61 Se -0.7519
62 Se -0.6979
63 C -1.0640
64 Si 0.0116
65 C -1.1033
66 C -1.0835
67 C 0.7482
68 H 0.3417
69 H 0.3023
70 H 0.2823
71 H 0.3276
72 H 0.2813
73 H 0.2911
74 H 0.4255
75 H 0.2435
76 H 0.2203
77 H -0.7049
78 H 0.2587

***

Density functional theory data (ωB97M-V with the def2-TZVPD basis set) for 5 unconnected molecules or ions with the total composition C35H42BBr2F7O3PSi.

```
92
C35H42BBr2F7O3PSi, DFT ωB97M-V with the def2-TZVPD basis set
C 4.138 -0.152 -2.716
C 3.286 -1.320 -2.988
P 1.397 -1.563 -2.924
C 1.626 -2.698 -4.424
C 0.460 -3.009 -5.466
O 0.211 -1.978 -6.531
C -0.969 -3.596 -4.952
F -0.716 -4.767 -4.086
F -1.615 -4.181 -6.193
F -1.953 -2.618 -4.460
B 1.252 0.028 -4.052
O 2.165 0.319 -5.190
O 0.150 1.040 -3.870
C 1.535 -3.099 -1.744
Br 3.328 -3.921 -1.192
C 0.399 -3.811 -1.099
C 0.632 -5.143 -0.107
Br -1.494 -3.269 -1.280
Si 1.048 -0.269 -1.209
C -0.871 0.118 -0.966
C 1.804 1.480 -1.145
C 1.566 -1.088 0.505
H 4.193 0.688 -3.563
H 4.749 0.085 -1.739
H 3.922 -2.234 -3.427
H -0.017 -1.693 -3.095
H 2.529 -2.254 -5.071
H 2.054 -3.734 -4.013
H 0.891 -3.915 -6.128
H -0.700 -1.580 -6.428
H 1.541 0.360 -5.996
H 0.645 1.919 -4.021
H 1.307 -4.721 0.783
H -0.387 -5.545 0.305
H 1.268 -5.959 -0.686
H -1.108 1.262 -1.001
H -1.387 -0.381 -1.898
H -1.249 -0.335 0.071
H 1.632 2.183 -2.060
H 1.259 2.033 -0.234
H 2.944 1.439 -0.791
H 2.628 -1.581 0.442
H 0.778 -1.872 0.877
H 1.649 -0.269 1.369
F 2.071 -2.225 2.988
C 1.166 -2.903 3.706
C 0.222 -2.206 4.452
C -0.724 -2.912 5.195
C -0.708 -4.309 5.194
C 0.247 -5.000 4.446
C 1.185 -4.294 3.694
H 0.230 -1.121 4.447
H -1.471 -2.376 5.775
H -1.443 -4.859 5.777
H 0.260 -6.087 4.450
H 1.929 -4.815 3.101
F -4.264 -1.557 4.367
C -3.812 -0.461 3.742
C -2.556 -0.483 3.146
C -2.087 0.655 2.490
C -2.876 1.807 2.447
C -4.133 1.821 3.053
C -4.607 0.679 3.698
H -1.954 -1.384 3.197
H -1.109 0.646 2.015
H -2.508 2.696 1.940
H -4.744 2.720 3.021
H -5.585 0.669 4.166
F 1.866 1.519 2.154
C 2.684 2.569 2.304
C 3.746 2.741 1.423
C 4.595 3.838 1.576
C 4.378 4.745 2.616
C 3.312 4.561 3.498
C 2.457 3.471 3.338
H 3.904 2.022 0.626
H 5.423 3.985 0.888
H 5.043 5.597 2.738
H 3.148 5.266 4.310
H 1.619 3.317 4.010
F -2.325 6.295 0.793
C -3.298 5.705 0.085
C -4.558 5.547 0.653
C -5.572 4.938 -0.086
C -5.312 4.483 -1.381
C -4.043 4.641 -1.940
C -3.032 5.260 -1.205
H -4.739 5.899 1.663
H -6.562 4.817 0.346
H -6.102 4.004 -1.955
H -3.841 4.282 -2.946
H -2.042 5.400 -1.627
```

## Properties
Orbital gap in eV: 5.704
Energy in eV: -220059.7674
Charge: -1

What are the Mulliken partial charges on each atom? They are as follows, in elementary charge units:
1 C -1.1359
2 C -0.3633
3 P 2.3498
4 C -0.9699
5 C -0.1077
6 O -0.5410
7 C 0.6046
8 F -0.2420
9 F -0.3237
10 F -0.2311
11 B 0.9895
12 O -0.8236
13 O -0.6275
14 C -0.7033
15 Br -0.1958
16 C -0.1595
17 C -0.8420
18 Br -0.1611
19 Si 0.8284
20 C -0.6158
21 C 0.0712
22 C -0.3594
23 H 0.1461
24 H 0.2406
25 H 0.2299
26 H -0.4878
27 H 0.2363
28 H 0.2440
29 H 0.2709
30 H 0.3790
31 H 0.2900
32 H 0.2478
33 H 0.1005
34 H 0.3089
35 H 0.2538
36 H 0.1900
37 H 0.2213
38 H -0.0623
39 H -0.0218
40 H 0.0802
41 H -0.6117
42 H 0.2544
43 H -0.1675
44 H 0.2468
45 F -0.2901
46 C 0.2847
47 C -0.4318
48 C -0.2747
49 C -0.5167
50 C -0.5691
51 C -0.3307
52 H 0.5115
53 H 0.3836
54 H 0.3723
55 H 0.3805
56 H 0.5211
57 F -0.3289
58 C -0.0068
59 C -0.2010
60 C -0.3449
61 C -0.9449
62 C -0.3068
63 C -0.5415
64 H 0.7231
65 H 0.5914
66 H 0.5153
67 H 0.3717
68 H 0.4078
69 F 0.1973
70 C 0.1522
71 C -0.1291
72 C -0.6274
73 C -0.4377
74 C -0.4842
75 C -0.6681
76 H 0.4876
77 H 0.3802
78 H 0.3559
79 H 0.3662
80 H 0.3992
81 F -0.3390
82 C 0.3209
83 C -0.3529
84 C -0.3630
85 C -0.4472
86 C -0.3924
87 C -0.3795
88 H 0.4170
89 H 0.3718
90 H 0.3639
91 H 0.3752
92 H 0.4276

***

Density functional theory data (ωB97M-V with the def2-TZVPD basis set) for 2 unconnected molecules or ions with the total composition C16H32N4O2P.

```
55
C16H32N4O2P, DFT ωB97M-V with the def2-TZVPD basis set
C 3.515 3.791 2.228
C 2.158 3.634 1.360
C 1.932 2.113 0.846
C 1.257 1.185 1.875
C 1.037 -0.260 1.283
P 0.230 -1.654 2.261
N -1.356 -1.731 2.031
C 1.569 -0.330 -0.176
N 1.358 -1.645 -0.831
C 2.446 -2.015 -1.500
C 3.922 -2.039 -0.903
C 2.216 -2.520 -3.013
N 2.207 0.613 -0.983
N 2.383 1.831 -0.461
C 3.072 2.826 -1.368
C 2.070 3.500 -2.436
C 0.739 4.120 -1.811
O 2.769 4.489 -3.241
H 4.383 3.163 1.847
H 3.777 4.892 2.402
H 3.255 3.373 3.273
H 2.043 4.405 0.533
H 1.298 3.843 2.103
H 0.919 1.483 2.922
H 0.543 -1.463 3.665
H 0.817 -2.891 1.845
H -1.834 -1.604 2.945
H 4.062 -1.381 0.019
H 4.653 -1.672 -1.709
H 4.205 -3.116 -0.627
H 2.798 -1.900 -3.770
H 1.101 -2.438 -3.277
H 2.486 -3.641 -3.080
H 3.730 3.561 -0.804
H 3.796 2.176 -1.992
H 1.729 2.682 -3.180
H 0.918 5.197 -1.437
H -0.058 4.199 -2.620
H 0.287 3.481 -0.965
H 3.371 3.947 -3.803
C -6.324 -4.059 1.809
C -5.739 -4.050 0.407
O -6.104 -2.905 -0.351
C -5.684 -1.649 0.162
C -4.175 -1.511 0.264
H -7.405 -3.908 1.777
H -6.113 -5.010 2.304
H -5.900 -3.261 2.423
H -6.126 -4.914 -0.140
H -4.650 -4.159 0.431
H -6.164 -1.452 1.127
H -6.060 -0.892 -0.532
H -3.761 -2.188 1.014
H -3.902 -0.492 0.547
H -3.700 -1.753 -0.691
```

## Properties
Energy relative to the best compared isomer or geometry (same formula, charge and spin) in eV: 6.412
Orbital gap in eV: 5.723
Energy in eV: -36441.1459
Charge: +1

What are the Mulliken partial charges on each atom? They are as follows, in elementary charge units:
1 C -1.0136
2 C -0.7846
3 C 0.7242
4 C -0.6276
5 C 0.1127
6 P 0.0846
7 N -0.5206
8 C 0.2793
9 N -0.5112
10 C 0.7609
11 C -0.9620
12 C -1.0664
13 N -0.6774
14 N 0.8388
15 C -0.9083
16 C 0.3505
17 C -1.1117
18 O -0.5436
19 H 0.2890
20 H 0.3489
21 H 0.3239
22 H 0.1887
23 H 0.4425
24 H 0.4027
25 H 0.1283
26 H 0.1287
27 H 0.2218
28 H 0.2773
29 H 0.2803
30 H 0.3474
31 H 0.2963
32 H 0.3159
33 H 0.3264
34 H 0.3037
35 H 0.4270
36 H 0.2856
37 H 0.3074
38 H 0.3505
39 H 0.2250
40 H 0.3529
41 C -1.0212
42 C -0.3093
43 O -0.4233
44 C -0.3931
45 C -0.8575
46 H 0.2937
47 H 0.3819
48 H 0.2461
49 H 0.3250
50 H 0.2905
51 H 0.3114
52 H 0.3256
53 H 0.1695
54 H 0.3834
55 H 0.2832

***

Summary of maximum force in eV/Å
0.764 1.606 6.583 6.236
(order as listed above)
Summary of LUMO level in eV
-9.40 3.52 2.29 -5.15
(order as listed above)